9 unconnected molecules or ions with the total composition C54H135N9O18 at a distorted geometry, computed with ωB97M-V with the def2-TZVPD basis set.

Results
- Total charge: +1
- E_LUMO (spin up / spin down): -2.93 / -7.93 eV
- Frontier orbital gap (spin up / spin down): 6.4 / 1.4 eV
- ⟨S²⟩: 0.754
- HOMO energy (spin up / spin down): -9.335 / -9.335 eV
- Multiplicity: 2

Geometry as XYZ:
```
216
Properties=species:S:1:pos:R:3:forces:R:3
C -6.5730 -0.0458 3.7240 -1.0 0.0 -1.8
O -6.7674 0.8647 2.5907 1.1 -0.7 2.1
C -5.5785 1.5220 2.1917 -0.3 0.7 -0.6
C -6.1088 2.6031 1.2970 -0.5 -0.1 -2.1
N -6.8270 1.9875 0.1256 0.3 1.0 0.2
C -7.5103 2.9169 -0.8417 0.7 -0.2 2.1
C -8.4102 2.1117 -1.7468 0.0 0.0 0.3
O -9.4549 1.5733 -0.9495 -1.1 -0.5 -0.3
C -10.4099 0.6909 -1.6296 1.3 0.4 0.6
H -6.0721 -0.9178 3.3036 0.4 -0.2 0.4
H -7.5900 -0.3452 3.9774 0.1 0.0 0.2
H -6.0810 0.3573 4.6092 0.2 0.3 -0.3
H -4.8483 0.9122 1.6598 -0.3 -0.7 -0.2
H -4.9866 2.0056 2.9688 -0.3 -0.1 0.7
H -5.2915 3.1736 0.8557 0.1 0.4 0.3
H -6.7820 3.2260 1.8859 0.0 0.4 0.0
H -7.4942 1.3509 0.5376 -0.4 0.1 -0.2
H -6.7634 3.5661 -1.2986 0.4 -0.7 -0.9
H -8.0630 3.7158 -0.3474 -0.8 -0.2 0.5
H -7.8065 1.2962 -2.1449 0.0 -0.1 -0.6
H -8.8222 2.7790 -2.5038 0.0 -0.2 -0.4
H -11.2408 0.5132 -0.9470 0.1 0.2 0.0
H -9.9255 -0.2654 -1.8273 0.0 -0.1 -0.1
H -10.7753 1.0729 -2.5828 0.0 0.4 0.1
C -1.8406 -0.0043 4.6407 -0.1 0.1 0.0
O -2.2901 0.5609 3.4143 0.8 0.3 0.9
C -1.7242 -0.1042 2.3031 -0.7 0.4 -0.7
C -1.7928 0.8499 1.0836 0.1 -0.4 0.1
N -1.7926 0.1433 -0.2063 0.2 -0.4 0.2
C -0.4950 -0.5472 -0.5016 -2.0 0.6 0.2
C -0.5469 -1.0666 -1.9331 0.7 -0.5 0.1
O 0.6399 -1.8491 -2.1581 -0.5 0.0 -0.3
C 0.7357 -2.4896 -3.4412 0.2 0.8 0.8
H -0.7607 0.0607 4.7737 0.3 0.0 -0.4
H -2.1127 -1.0576 4.7083 -0.1 -0.2 0.0
H -2.2413 0.5390 5.4964 -0.4 0.1 -0.3
H -2.3309 -0.9967 2.1499 -0.1 -0.2 -0.5
H -0.7168 -0.4731 2.4959 0.3 0.2 0.2
H -1.0258 1.6236 1.1193 1.0 -0.1 0.2
H -2.6539 1.5077 1.2015 -0.7 -0.6 -0.2
H -1.8303 0.8630 -0.9139 -0.3 0.4 -0.1
H -0.4543 -1.3549 0.2293 0.7 -0.1 -0.1
H 0.2654 0.2301 -0.4260 0.8 -0.4 0.3
H -0.5844 -0.2176 -2.6158 0.1 0.2 -0.1
H -1.4499 -1.6477 -2.1201 -0.1 -0.3 0.2
H 0.0013 -3.2808 -3.5919 -0.1 -0.1 0.2
H 1.7507 -2.8868 -3.4512 -0.1 -0.2 -0.2
H 0.6355 -1.7565 -4.2416 0.0 0.0 -0.1
C -0.2716 0.7713 -5.0663 -0.4 -0.1 -0.7
O -0.2885 1.8301 -6.0063 -0.4 -2.2 -0.6
C -0.0191 3.0435 -5.4519 1.7 1.3 -0.2
C 0.0860 4.0709 -6.5929 0.4 0.3 0.6
N 1.4548 4.4763 -6.9869 -0.7 -0.7 1.4
C 1.3926 5.6040 -7.8653 2.1 0.6 0.1
C 2.8734 5.9249 -8.3768 -2.5 -1.0 0.0
O 3.0962 4.8956 -9.3606 1.1 1.4 0.0
C 4.3143 5.0950 -10.0869 0.2 -0.6 0.0
H -0.3553 -0.1869 -5.5792 -0.3 0.2 -0.4
H -1.1545 0.8885 -4.4379 0.1 -0.1 0.5
H 0.6736 0.6685 -4.5332 0.1 0.6 0.5
H 0.9388 2.9817 -4.9354 0.5 0.2 0.1
H -0.6874 3.3556 -4.6493 -0.8 0.0 -0.1
H -0.4293 4.9523 -6.2112 0.1 0.4 -0.3
H -0.4545 3.7220 -7.4727 -0.4 -0.2 0.0
H 1.9646 3.7044 -7.3923 -0.1 -0.1 -0.2
H 1.0234 6.4353 -7.2648 0.0 0.3 -0.1
H 0.6933 5.4291 -8.6829 0.2 0.2 -0.5
H 3.5892 5.9031 -7.5550 0.0 -0.4 0.2
H 2.9068 6.9462 -8.7563 0.0 0.0 -0.7
H 4.2342 4.5832 -11.0460 -0.2 0.2 0.0
H 5.1852 4.6481 -9.6073 -0.1 -0.3 0.5
H 4.6239 6.1294 -10.2357 -0.6 0.3 -0.1
C 8.8320 -4.9450 -9.3095 1.3 0.0 -0.3
O 7.9479 -4.2930 -8.4740 -1.5 0.9 0.4
C 6.5810 -4.2738 -8.9166 -0.5 -0.4 2.1
C 5.6555 -3.6040 -7.8054 0.7 -0.6 -1.0
N 5.5783 -4.2733 -6.5064 0.0 0.8 0.3
C 4.9011 -3.5420 -5.4146 0.3 -0.7 0.6
C 5.1541 -4.3721 -4.1427 -0.8 0.5 -1.8
O 6.4554 -4.1202 -3.7008 -0.4 0.7 0.0
C 6.6681 -4.8902 -2.5685 1.3 0.0 0.2
H 8.9809 -4.4322 -10.2598 -0.4 -0.1 -0.4
H 8.6360 -6.0071 -9.4561 -0.4 -0.1 -0.1
H 9.8147 -4.8837 -8.8419 0.0 -0.1 0.2
H 6.2812 -5.3152 -9.0341 -0.2 -0.2 -0.2
H 6.4020 -3.7354 -9.8472 0.4 0.1 -0.1
H 4.6351 -3.6387 -8.1871 0.0 0.1 -0.3
H 5.9616 -2.5579 -7.7968 0.1 0.3 0.5
H 6.4818 -4.4856 -6.1082 0.4 0.0 -0.5
H 3.8358 -3.3528 -5.5466 -0.2 -0.7 -0.5
H 5.2474 -2.5507 -5.1223 0.7 0.4 -0.6
H 5.1103 -5.4198 -4.4404 -0.5 -0.3 0.3
H 4.3882 -4.1014 -3.4160 0.1 -0.2 0.5
H 7.6815 -4.6355 -2.2583 0.0 -0.3 0.3
H 6.6243 -5.9421 -2.8505 -0.1 -0.3 0.4
H 5.9703 -4.6513 -1.7659 -0.2 -0.1 0.1
C -4.2413 3.6721 -4.4368 0.7 0.3 0.8
O -3.7278 2.4033 -3.9726 -0.6 -0.4 1.1
C -3.8489 2.2580 -2.5166 1.3 2.5 0.9
C -2.7880 3.2270 -1.7436 -1.7 -0.8 -1.1
N -1.4635 2.7105 -1.8045 2.6 0.4 0.8
C -0.4625 3.6719 -1.1869 0.2 -1.3 -0.7
C 0.9967 3.0705 -1.0741 -1.2 0.2 0.8
O 1.5459 2.6491 -2.2755 0.3 -0.1 -1.2
C 2.9154 2.2720 -2.1706 -0.4 0.4 -0.6
H -3.4622 4.4253 -4.3199 0.1 0.2 0.3
H -5.1030 3.9961 -3.8532 -0.1 -0.1 0.0
H -4.4896 3.7570 -5.4947 0.0 -1.1 0.0
H -3.6824 1.2987 -2.0266 0.3 -0.7 -1.3
H -4.8418 2.5058 -2.1415 -0.3 0.4 -0.4
H -3.0212 3.2845 -0.6804 -0.5 -0.1 0.1
H -2.8617 4.2419 -2.1344 -0.1 0.3 -0.2
H -1.1223 2.4399 -2.7158 -0.3 0.2 -0.3
H -0.8512 3.9371 -0.2037 0.3 -0.4 0.4
H -0.4618 4.6409 -1.6860 0.2 0.0 -0.6
H 0.9654 2.2143 -0.4003 -0.2 -0.2 0.4
H 1.6903 3.7786 -0.6207 -0.2 0.5 0.2
H 3.0267 1.2855 -1.7205 0.0 0.0 0.3
H 3.5041 3.0475 -1.6806 -0.1 0.0 0.6
H 3.3554 2.2507 -3.1676 -0.4 -0.3 -0.2
C -0.5111 -5.7454 6.3297 0.6 -0.3 -1.2
O -1.5902 -4.9808 6.7620 -0.1 -1.1 1.2
C -2.0243 -3.9168 5.9651 0.3 -0.3 -0.7
C -2.6047 -4.2954 4.5479 0.3 0.4 1.2
N -1.6577 -4.2439 3.4330 0.1 1.4 1.3
C -2.3125 -4.3184 2.1533 1.0 -0.7 -0.2
C -1.2728 -4.3050 1.0244 -0.3 0.0 -0.6
O -0.6660 -5.5574 0.8602 -0.1 -1.5 -0.3
C 0.0066 -5.7526 -0.3993 0.3 0.3 1.6
H -0.1562 -6.5564 6.9657 -0.6 0.5 1.0
H 0.3613 -5.1262 6.1209 0.2 0.2 -0.1
H -0.7432 -6.3256 5.4366 -0.2 0.2 -0.6
H -1.2193 -3.1904 5.8536 0.4 0.1 -0.4
H -2.7287 -3.4274 6.6377 -0.5 0.0 -0.5
H -3.4086 -3.5677 4.4367 0.1 0.2 -0.7
H -3.1140 -5.2583 4.5875 -0.1 -0.3 0.3
H -0.9720 -4.9810 3.5144 0.0 -0.1 0.0
H -3.0262 -3.5074 2.0084 0.1 0.1 0.1
H -2.8400 -5.2720 2.1738 -0.5 -0.1 -0.9
H -0.4522 -3.6031 1.1731 -0.2 0.6 0.4
H -1.7776 -4.0435 0.0944 -0.2 0.2 -0.2
H 0.3756 -6.7776 -0.4365 -0.5 -0.1 0.0
H 0.9167 -5.1561 -0.3359 0.0 0.5 -0.7
H -0.6342 -5.5185 -1.2494 0.1 0.1 0.0
C -4.4342 -5.4072 -3.5647 0.1 0.6 1.4
O -4.2554 -4.3199 -2.5725 -0.4 -2.3 -0.9
C -4.0343 -3.0671 -3.1812 -0.8 0.2 2.0
C -4.3178 -1.9592 -2.0593 -0.2 -1.6 -1.6
N -5.7805 -1.9323 -1.7936 1.0 0.3 -0.3
C -6.1918 -1.1555 -0.6126 -0.3 -0.4 -0.5
C -7.5999 -1.4982 -0.0693 -0.1 0.8 -1.6
O -7.8665 -2.8563 0.1733 -0.2 0.2 0.3
C -7.3041 -3.3112 1.3584 0.9 -1.4 0.3
H -4.6329 -6.3169 -2.9981 -0.2 0.2 0.1
H -3.5530 -5.6448 -4.1607 0.4 0.5 0.0
H -5.2610 -5.2163 -4.2488 -0.1 0.3 0.1
H -4.7978 -3.0199 -3.9577 0.4 0.8 -0.5
H -2.9942 -3.0999 -3.5058 0.0 0.7 -0.5
H -3.8460 -1.0757 -2.4894 -0.7 0.7 0.2
H -3.7275 -2.2096 -1.1779 0.1 -0.1 0.3
H -6.0718 -2.8993 -1.7784 -0.2 -0.1 0.4
H -6.2197 -0.1159 -0.9392 0.0 0.1 0.4
H -5.4659 -1.2174 0.1982 0.3 -0.1 0.3
H -8.3527 -1.2253 -0.8089 0.2 0.0 -0.4
H -7.8540 -0.8131 0.7395 0.3 -0.3 0.7
H -7.6775 -2.8862 2.2901 -0.2 0.5 -0.1
H -6.2161 -3.2572 1.3214 0.3 0.5 0.2
H -7.4460 -4.3894 1.4323 -0.5 -0.1 -0.1
C 1.5330 1.8279 5.9940 -0.1 0.8 0.8
O 1.5248 2.9282 6.9306 -0.4 -0.3 -1.2
C 1.5203 2.4863 8.2673 -0.2 0.7 0.6
C 1.3709 3.6635 9.2758 -0.3 -1.2 -1.4
N 2.4740 4.5641 9.1110 0.7 1.4 1.8
C 2.7941 5.1923 10.4132 1.1 -0.1 0.1
C 1.8185 6.2689 10.9296 0.4 -0.9 0.5
O 2.2097 6.7373 12.1935 -0.2 -0.3 1.3
C 3.3603 7.5365 12.3107 -0.2 0.6 -1.5
H 0.5809 1.3081 6.1010 0.2 -0.5 0.0
H 2.4205 1.2161 6.1559 -0.1 -0.5 0.4
H 1.6124 2.1348 4.9511 -0.2 0.8 0.2
H 2.4743 1.9843 8.4289 0.2 0.0 0.5
H 0.7343 1.7743 8.5191 -0.4 -0.3 -0.5
H 1.3613 3.1536 10.2391 0.4 0.2 0.3
H 0.4266 4.2057 9.2257 -0.4 -0.4 -0.4
H 2.1965 5.4096 8.6332 -0.3 -0.4 -1.1
H 3.7947 5.6153 10.3239 0.0 0.5 -0.2
H 3.0045 4.4232 11.1564 -0.7 -0.2 0.2
H 0.8309 5.8552 11.1333 -0.1 -0.2 -0.3
H 1.6920 7.0753 10.2072 0.2 0.3 -0.2
H 3.3056 8.2055 13.1696 -0.2 -0.4 0.1
H 3.3307 8.1572 11.4152 0.5 0.5 -0.1
H 4.3125 7.0064 12.2950 0.0 -0.3 0.2
C 2.7373 0.4943 2.0320 -1.3 1.2 0.3
O 3.8961 -0.2497 2.2649 2.1 1.1 1.1
C 4.9470 0.5947 2.8381 -0.1 -1.6 -0.5
C 6.2483 -0.2316 2.8078 -1.3 0.0 0.7
N 7.2787 0.4045 3.6460 -0.7 -1.3 -3.4
C 8.6381 -0.0524 3.4619 0.8 -0.3 2.4
C 8.8305 -1.5110 4.0430 -1.0 0.6 0.1
O 8.6821 -1.3967 5.4697 0.4 1.1 -1.0
C 8.8244 -2.5948 6.1750 -0.2 -2.4 0.1
H 2.9236 1.4514 1.5448 0.3 -0.2 -1.0
H 2.2562 0.9171 2.9140 0.1 -0.7 0.9
H 1.9680 -0.1019 1.5412 0.4 0.0 -0.3
H 4.8078 0.8413 3.8907 -0.7 0.1 0.1
H 5.0998 1.5108 2.2677 -0.3 0.1 -0.2
H 6.5471 -0.4254 1.7776 0.8 0.4 -0.2
H 6.0040 -1.2504 3.1086 0.1 -0.1 0.7
H 7.1056 1.3995 3.6436 0.2 0.6 0.9
H 9.2581 0.6303 4.0429 0.2 -0.1 0.1
H 8.9289 0.1427 2.4297 -0.2 -0.6 -0.4
H 9.7436 -1.9853 3.6831 0.4 0.4 0.4
H 8.0423 -2.1434 3.6345 -0.3 -0.1 0.0
H 8.9906 -2.6170 7.2520 0.5 1.6 0.0
H 9.6042 -3.2312 5.7567 0.2 0.1 -0.2
H 7.9189 -3.2016 6.1703 -0.4 0.0 -0.7
```
Positions in Å, forces in eV/Å.

Atomic partial charges in e from the Mulliken method, atoms 1 to 8: -0.695 -0.436 0.227 -1.002 0.248 -1.159 -0.356 -0.343

=====

2 unconnected molecules or ions with the total composition C3H10N2 at a distorted geometry, computed with ωB97M-V with the def2-TZVPD basis set.

Results
- E_LUMO (spin up / spin down): -0.33 / 0.11 eV
- Frontier orbital gap (spin up / spin down): 8.5 / 9.0 eV
- HOMO energy (spin up / spin down): -8.871 / -8.878 eV

Geometry as XYZ:
```
15
Properties=species:S:1:pos:R:3:forces:R:3
C 1.0030 -0.7677 1.4577 1.4 -1.4 0.8
C -1.3167 -0.2959 -1.3704 -0.2 3.3 -1.6
C 0.6044 -0.8015 0.0283 1.9 0.8 -2.4
N 0.0745 1.9592 0.1810 1.5 -1.0 -1.8
N -0.6976 -0.3552 -0.1160 -1.5 0.3 1.4
H 0.5665 -1.6608 1.9678 0.5 0.8 0.0
H 2.1272 -0.7100 1.5790 -1.2 -0.5 -0.1
H 0.6270 0.1427 1.8664 -0.4 0.4 0.5
H -1.6407 -1.2688 -1.7908 0.3 0.5 0.1
H -2.1844 0.4312 -1.2239 0.5 -1.5 -0.4
H -0.6778 0.3784 -2.1090 -0.7 -1.9 0.8
H 1.2288 0.0072 -0.5114 -0.5 -1.3 0.4
H 0.7625 -1.7636 -0.5291 0.0 0.5 0.5
H -0.3144 2.5577 -0.5515 -0.6 0.1 0.8
H -0.1624 2.1472 1.1218 -1.0 0.8 0.9
```
Positions in Å, forces in eV/Å.

Atomic partial charges in e from the Mulliken method, atoms 1 to 8: -1.008 -0.748 -0.200 -0.462 -0.349 0.287 0.301 0.224

=====

Results for energy above the lowest of the compared OMol25 structures with the same formula, charge and spin: 224.5 458.1 (in kJ/mol, following the order of the records).
Results for electronic energy: -108428.0286 -6248.6805 (in eV, following the order of the records).